Record 1
Density functional theory data (ωB97M-V/def2-TZVPD) for C28H50InN7O5P2S as an isolated structure.

Computed properties:
LUMO energy = 0.3 eV
Energy = -85109.4147 eV
Kohn-Sham gap = 6.86 eV
Highest occupied orbital energy = -6.54 eV
Energy above the lowest of the compared OMol25 structures with the same formula, charge and spin = 0.0 kcal/mol

Atoms and positions in Å:
H  1.731  -1.232  4.718
C  -1.387  -3.496  4.120
H  0.619  -4.789  2.370
H  -1.438  -4.429  -1.547
N  0.662  -2.343  -0.049
H  6.852  -1.830  -0.410
C  -0.396  -5.124  2.148
H  -3.259  0.778  1.629
C  -2.183  -0.023  3.322
H  -2.871  0.527  5.324
In  -0.502  -0.749  0.810
H  0.570  5.231  -1.242
C  -0.211  5.014  -0.507
C  4.211  0.545  1.087
C  -3.176  3.718  0.955
C  1.158  3.254  0.522
C  1.177  -4.292  -1.387
H  1.883  -4.658  -0.643
O  1.530  -0.036  0.765
C  -0.046  0.255  -5.120
C  5.557  0.880  1.147
H  -3.187  3.213  -2.400
C  -2.241  -2.686  -0.718
H  0.985  0.598  -5.039
N  -0.964  -0.436  2.835
H  -0.082  5.695  0.338
C  6.509  0.028  0.607
H  -0.339  -3.335  4.376
C  -3.613  3.557  -1.463
H  2.007  3.653  -2.757
N  -2.722  3.264  -0.356
C  3.808  -0.645  0.490
H  -3.662  -0.885  2.011
N  1.251  1.698  -2.730
H  1.172  2.195  0.768
H  -0.653  -5.965  2.792
S  -1.572  -3.776  2.352
H  2.230  0.008  -1.978
C  2.355  -0.974  0.419
H  -0.444  -5.446  1.110
H  3.457  1.198  1.507
H  -2.859  0.952  -3.396
C  -0.084  -0.494  3.892
H  -1.935  -2.587  4.369
C  -2.072  0.203  4.674
C  -2.273  0.468  -4.174
O  -1.111  1.348  0.464
C  -3.398  0.078  2.456
H  1.976  -0.251  3.269
C  2.476  0.990  -2.372
H  0.648  -5.124  -1.846
O  -0.185  -0.236  -1.780
C  0.209  -3.330  -0.760
H  1.966  3.460  -0.187
H  1.767  -3.778  -2.148
O  -1.192  2.130  -1.970
N  2.039  -2.166  -0.001
C  1.426  2.978  -3.392
H  1.962  2.860  -4.340
H  -2.367  -0.617  -4.052
C  6.111  -1.162  0.010
C  4.769  -1.499  -0.047
N  -0.128  3.636  -0.057
H  5.862  1.805  1.620
H  4.443  -2.423  -0.506
C  -3.632  -3.090  -1.130
C  1.320  -0.985  3.739
H  0.460  3.436  -3.598
H  -1.783  -4.336  4.691
H  -4.243  0.417  3.056
P  -1.273  2.529  -0.411
H  -0.294  -0.057  6.025
H  3.029  1.538  -1.606
H  -4.578  3.065  -1.314
H  -4.171  3.320  1.162
O  -2.205  -1.549  -0.110
H  -4.074  -2.293  -1.731
H  3.115  0.877  -3.254
P  -0.212  0.991  -2.590
H  -4.241  -3.197  -0.231
H  -2.507  3.358  1.736
H  -0.422  0.529  -6.106
N  -0.876  0.896  -4.102
H  -3.788  4.636  -1.534
H  -3.650  -4.023  -1.690
H  -2.682  0.752  -5.144
H  -3.216  4.811  0.997
H  -0.060  -0.837  -5.030
H  -1.179  5.211  -0.965
H  7.559  0.288  0.652
H  1.363  -1.894  3.126
C  -0.731  -0.098  5.038
H  1.339  3.832  1.431
C  -1.187  -3.525  -1.009

Atom charges from the Löwdin analysis, given in e for atoms 1 to 6:
1. H 0.082
2. C -0.390
3. H 0.040
4. H 0.097
5. N -0.039
6. H 0.099

---

Record 2
Density functional theory data (ωB97M-V/def2-TZVPD) for a 2-piece molecular cluster, C5H7IO2 overall at a distorted geometry.

Computed properties:
LUMO energy = -2.3 eV
Energy = -17491.0381 eV
Kohn-Sham gap = 4.48 eV
Highest occupied orbital energy = -6.83 eV
Energy above the lowest of the compared OMol25 structures with the same formula, charge and spin = 31.3 kcal/mol

Atoms and positions in Å:
H  0.293  -2.060  -1.607
H  -0.617  1.750  1.450
C  0.417  -0.387  -0.340
C  -0.097  1.765  -0.593
C  0.632  -2.632  0.358
H  1.026  2.112  1.110
O  0.079  0.564  -1.269
H  0.608  -2.340  1.315
C  0.246  1.564  0.840
H  0.482  2.585  -1.025
O  0.665  0.157  0.871
C  0.496  -1.747  -0.647
H  0.474  -3.649  0.091
I  -3.478  0.164  0.152
H  -1.226  2.154  -0.706

Atom charges from the Löwdin analysis, given in e for atoms 1 to 6:
1. H 0.112
2. H 0.117
3. C -0.213
4. C -0.198
5. C 0.191
6. H 0.089

---

Record 3
Density functional theory data (ωB97M-V/def2-TZVPD) for a 10-piece molecular cluster, C18H44Cl12O12 overall at a distorted geometry.

Computed properties:
SMILES = ClC(Cl)(Cl)Cl.ClC(Cl)(Cl)Cl.ClCCCl.ClCCCl.OCCO.OCCO.OCCO.OCCO.OCCO.OCCO
LUMO energy = -0.2 eV
Energy = -194214.8969 eV
Kohn-Sham gap = 9.48 eV
Highest occupied orbital energy = -9.68 eV

Atoms and positions in Å:
C  0.013  -0.442  0.760
H  -3.821  -0.996  5.043
H  1.483  5.519  -3.677
H  -5.061  -1.814  4.056
H  1.150  1.266  0.407
C  -1.585  1.963  -1.483
C  1.573  -1.341  -3.017
C  -1.936  2.624  -0.152
H  -1.114  -1.625  2.881
O  -2.775  1.908  -2.301
H  -4.973  0.368  -2.126
H  2.089  -0.442  -2.679
H  -1.372  -4.461  0.064
C  -0.739  -4.043  -0.718
O  1.834  3.027  -1.506
H  -2.579  3.474  -0.380
O  -4.480  0.086  3.480
C  1.163  4.586  -3.213
H  0.933  -2.067  1.105
H  -4.618  -2.235  -1.738
H  -0.528  -2.986  -0.554
H  0.214  4.667  -2.683
H  -0.994  2.912  0.315
H  5.680  -1.258  0.290
H  3.209  -2.679  -3.705
C  5.491  1.320  -0.182
H  6.220  0.858  -0.848
Cl  0.891  -4.713  -0.737
H  1.716  -2.900  -4.588
H  1.643  0.475  1.841
Cl  2.266  3.329  2.448
H  -6.931  -0.937  -1.078
C  1.337  0.272  0.815
C  -3.061  -1.848  3.216
O  -2.767  1.784  0.624
H  3.189  3.946  -2.787
H  -1.236  0.930  -1.467
Cl  1.808  2.112  5.046
Cl  3.104  -1.398  3.490
Cl  2.737  -4.095  2.465
H  3.588  0.813  -0.676
H  1.316  -1.968  -2.164
C  5.463  0.540  1.108
O  -1.838  -1.175  3.322
C  -4.966  -0.003  -1.101
H  -3.202  1.079  -2.073
H  -2.992  2.163  1.477
H  -3.134  0.197  -0.076
H  4.784  0.997  1.827
O  2.313  -0.535  0.031
H  2.617  2.623  -1.126
H  -0.837  0.109  1.162
C  -4.180  -1.173  4.029
Cl  0.906  -3.015  4.345
C  -5.881  -1.178  -0.908
H  -5.390  0.778  -0.470
H  6.440  0.451  1.583
H  3.059  -0.771  0.586
Cl  1.206  4.985  4.392
H  5.876  2.331  -0.047
H  -0.288  -0.523  -0.284
Cl  -0.006  -0.782  -3.574
Cl  -2.569  -2.725  -2.436
H  -5.751  -1.470  0.134
C  2.288  4.152  -2.209
H  -1.897  -4.979  -2.383
C  1.197  3.273  3.831
Cl  2.713  -0.898  -5.279
H  -2.943  -2.901  3.473
H  1.103  2.644  -3.526
O  -5.572  -2.322  -1.691
O  4.996  -0.812  0.796
O  4.186  1.563  -0.658
O  0.112  -1.683  1.424
H  2.458  4.969  -1.508
C  2.540  -3.035  3.838
C  2.347  -2.149  -4.111
O  -3.620  -0.393  -0.656
H  -3.633  0.513  3.334
H  -0.540  -3.998  -2.801
C  -1.370  -4.069  -2.097
H  -3.374  -1.810  2.172
O  1.071  3.436  -4.068
Cl  3.488  -3.796  5.125
Cl  -0.407  2.864  3.252
H  -0.850  2.538  -2.045

Atom charges from the Löwdin analysis, given in e for atoms 1 to 6:
1. C -0.230
2. H 0.115
3. H 0.118
4. H 0.122
5. H 0.089
6. C -0.205

---

Record 4
Density functional theory data (ωB97M-V/def2-TZVPD) for ClO4Rb2 as an isolated structure at a distorted geometry.

Computed properties:
Total charge = +1
LUMO energy = -3.8 eV
Energy = -22009.6376 eV
Kohn-Sham gap = 6.27 eV
Highest occupied orbital energy = -10.10 eV
Energy above the lowest of the compared OMol25 structures with the same formula, charge and spin = 42.5 kcal/mol

Atoms and positions in Å:
Rb  2.405  -5.097  -1.967
Rb  0.689  2.843  4.071
O  -0.181  1.820  -0.244
Cl  -0.573  0.478  -0.444
O  -1.315  0.043  0.714
O  0.486  -0.511  -0.605
O  -1.511  0.424  -1.526

Atom charges from the Löwdin analysis, given in e for atoms 1 to 6:
1. Rb 0.985
2. Rb 0.966
3. O -0.368
4. Cl 0.597
5. O -0.413
6. O -0.408

---

Record 5
Density functional theory data (ωB97M-V/def2-TZVPD) for a 3-piece molecular cluster, C5H15NO3S overall at a distorted geometry.

Computed properties:
SMILES = CN(C)C(=O)CCS.O.O
LUMO energy = 0.5 eV
Energy = -23894.4743 eV
Kohn-Sham gap = 9.60 eV
Highest occupied orbital energy = -9.12 eV
Energy above the lowest of the compared OMol25 structures with the same formula, charge and spin = 55.9 kcal/mol

Atoms and positions in Å:
O  0.206  3.121  -0.241
O  -0.554  -0.714  -1.483
H  -1.572  0.879  -0.058
H  -0.252  1.235  1.084
C  -1.608  -0.363  1.688
C  -0.028  -0.408  -0.396
O  3.021  2.448  -0.756
H  1.013  -2.359  -1.797
H  2.617  -2.359  -1.245
N  1.252  -0.928  -0.199
H  1.911  -0.861  -2.190
H  -0.090  2.290  -0.566
C  -0.823  0.395  0.664
H  3.044  -0.055  0.815
C  1.741  -1.633  -1.384
H  0.064  3.811  -0.907
H  1.349  -0.370  1.819
S  -3.026  -1.159  0.638
H  2.157  2.969  -0.589
H  -2.370  -1.746  -0.373
H  -2.085  0.379  2.497
H  2.591  1.607  -0.975
H  -0.944  -1.027  2.219
H  2.419  -1.817  1.467
C  2.120  -0.719  1.065

Atom charges from the Löwdin analysis, given in e for atoms 1 to 6:
1. O -0.035
2. O -0.021
3. H 0.115
4. H 0.100
5. C -0.453
6. C -0.464

---

Record 6
Density functional theory data (ωB97M-V/def2-TZVPD) for a 8-piece molecular cluster, C14H39F6N2O16S5 overall at a distorted geometry.

Computed properties:
Total charge = -1
LUMO energy = 0.0 eV
Energy = -121364.5573 eV
Kohn-Sham gap = 3.75 eV
Highest occupied orbital energy = -3.78 eV

Atoms and positions in Å:
H  6.189  -3.121  -4.640
S  4.624  -3.659  2.289
H  2.709  4.325  -4.774
O  4.241  2.701  5.964
O  -2.484  3.873  -1.473
C  -4.980  3.871  -0.554
H  -6.401  3.103  -4.305
O  3.025  3.236  3.911
O  -6.029  -2.655  1.893
O  1.719  2.596  6.101
H  -8.170  -5.772  5.594
H  -4.966  2.850  -0.935
C  -7.229  -5.679  5.052
H  1.405  3.422  -5.386
H  -5.149  3.670  -5.489
H  1.958  0.567  -1.973
H  -5.928  4.393  -0.690
H  2.311  1.932  -7.839
S  -3.691  4.731  -1.584
H  -3.397  3.097  -4.234
F  6.590  -2.467  3.796
S  -1.066  -4.377  -4.695
C  5.707  -3.511  3.853
H  0.636  1.091  -1.027
F  -3.102  -3.933  -6.269
O  -5.673  -4.258  3.824
H  5.672  1.724  8.721
F  4.929  -3.519  4.983
O  3.821  -4.895  2.271
H  2.101  5.200  6.692
H  2.818  5.667  5.088
O  3.421  1.762  -5.387
H  -7.761  -3.939  3.779
O  -1.305  -3.078  -4.002
H  -2.897  -2.341  2.614
F  6.462  -4.546  3.966
H  1.770  -0.056  -0.546
F  -1.743  -5.458  -7.009
H  3.590  3.058  7.832
H  -4.640  4.064  0.464
H  -7.259  -6.471  4.304
H  6.281  1.716  7.011
O  -4.350  4.485  -3.048
C  2.922  5.063  5.989
O  3.856  -2.458  2.246
O  -5.302  -1.739  4.138
C  -3.443  -3.235  2.915
H  -6.508  -6.041  5.785
C  3.412  2.911  -6.237
C  4.289  2.407  7.306
H  5.639  -3.236  -3.051
H  4.617  -3.635  -4.366
H  3.876  5.199  6.500
O  5.675  -3.758  1.241
O  -3.702  6.212  -1.376
C  2.336  3.892  -5.702
H  3.711  1.484  7.356
O  0.336  -4.710  -5.029
H  5.083  -2.127  -4.017
N  5.393  -3.088  -4.020
H  -5.370  1.976  -5.103
C  -6.990  -4.321  4.449
C  5.736  2.267  7.778
H  4.150  1.776  -8.004
H  2.138  4.651  -6.459
H  -4.344  2.362  -2.948
H  3.274  3.229  -8.381
H  6.121  3.272  7.952
C  -4.322  3.184  -3.663
H  0.616  -0.421  -1.589
S  2.825  3.260  5.350
O  -1.696  -5.469  -3.964
C  -5.385  2.980  -4.679
C  3.295  2.379  -7.699
N  1.233  0.328  -1.311
F  -1.214  -3.348  -7.094
H  -6.946  -3.532  5.199
H  -2.909  -3.623  3.783
C  -1.847  -4.268  -6.442
S  -5.262  -2.808  3.146
H  4.330  3.498  -6.208
H  -3.381  -3.915  2.066

Atom charges from the Löwdin analysis, given in e for atoms 1 to 6:
1. H 0.156
2. S 0.454
3. H 0.049
4. O -0.279
5. O -0.335
6. C -0.093